1.
C3H9N4 | ωB97M-V with the def2-TZVPD basis set

Each line ends with the Löwdin charge.
Element x y z (Å)
C (-1.19514, 0.70229, -0.29619)  -0.162
C (-1.91798, -1.57306, 0.17757)  -0.014
C (1.79424, -0.22621, 0.67510)  -0.001
N (-0.27679, 1.69550, -0.16888)  0.141
N (3.04905, 1.13246, -0.75618)  0.167
N (2.61084, 0.30868, 0.00960)  -0.130
N (-0.97971, -0.45120, 0.17354)  -0.008
H (-2.18479, 0.79666, -0.69399)  0.157
H (-1.93318, -2.36272, -0.67261)  0.141
H (-1.76695, -2.16833, 1.00393)  0.066
H (-2.85596, -1.13749, 0.17210)  0.066
H (2.01309, -1.05832, 1.37962)  0.101
H (-0.33093, 2.68963, -0.42021)  0.138
H (3.38655, 0.89062, -1.66644)  0.103
H (0.06506, -0.61044, 0.55027)  0.114
H (0.52260, 1.37192, 0.53275)  0.123

Computed properties:
- total charge = +1
- E (eV) = -9204.0259
- HOMO (spin up / spin down) (eV) = -10.79 / -14.18
- spin multiplicity = 3
- molecular weight (Da) = 101.133
- LUMO (spin up / spin down) (hartree) = -0.1218 / -0.2432
- relative energy (zero: lowest compared OMol25 entry of this formula, charge and spin) (eV) = 3.1829



2.
C3H9N4O2 | ωB97M-V with the def2-TZVPD basis set

Each line ends with the Löwdin charge.
Element x y z (Å)
C (0.39912, -0.78959, 0.68808)  -0.112
C (2.14723, 0.05186, -0.86328)  0.020
C (-1.33716, 0.05124, -1.24299)  0.143
N (-0.45274, -1.52568, 1.00030)  0.313
N (1.44847, -0.09410, 0.39156)  -0.182
N (-2.26884, -0.06211, -0.31645)  -0.318
N (1.83950, 0.63584, 1.49706)  0.106
O (-2.82153, 1.13781, 0.09079)  0.091
O (-2.67025, -1.04848, 0.37506)  -0.020
H (3.19061, -0.03346, -0.56117)  0.107
H (1.92520, -0.78620, -1.47773)  0.099
H (2.08262, 1.01801, -1.29224)  0.092
H (-1.25645, 0.92027, -1.72277)  0.073
H (-1.24668, -0.90833, -1.71621)  0.127
H (-1.53713, -1.52783, 1.02585)  0.068
H (1.38394, 1.52069, 1.79067)  0.143
H (-3.60532, 0.84622, 0.64764)  0.174
H (2.77940, 0.59383, 1.68584)  0.076

Computed properties:
- total charge = +1
- E (eV) = -13299.2070
- HOMO (eV) = -13.98
- molecular weight (Da) = 133.131
- LUMO (hartree) = -0.1539
- relative energy (zero: lowest compared OMol25 entry of this formula, charge and spin) (eV) = 5.2956



3.
C3H9N4S | ωB97M-V with the def2-TZVPD basis set

Each line ends with the Löwdin charge.
Element x y z (Å)
N (2.17160, -1.15577, -0.12206)  0.101
C (1.00405, -0.35647, 0.23421)  -0.772
N (1.18361, 0.80782, 0.97257)  0.051
N (0.18089, -0.19491, -0.89578)  0.122
C (-1.05314, 0.17674, -0.58636)  -0.386
N (-1.88817, 0.75894, -1.45385)  0.218
C (-1.43094, 0.01359, 0.80554)  -0.366
S (-0.22847, -1.23281, 1.57319)  0.896
H (1.69735, -2.07057, -0.19546)  0.092
H (2.86275, -1.19996, 0.59910)  0.085
H (1.59733, 0.55256, 1.77665)  0.036
H (1.77913, 1.46377, 0.48408)  0.120
H (0.50772, -0.07927, -1.91333)  0.226
H (-2.83510, 0.99594, -1.11882)  0.152
H (-1.76219, 0.74118, -2.48947)  0.164
H (-1.25114, 0.99049, 1.44134)  0.144
H (-2.53527, -0.21128, 0.88847)  0.116

Computed properties:
- total charge = +1
- SMILES = NC1(N)NC(=[NH2+])CS1
- E (eV) = -20045.7628
- HOMO (eV) = -13.07
- molecular weight (Da) = 133.200
- LUMO (hartree) = -0.1519
- relative energy (zero: lowest compared OMol25 entry of this formula, charge and spin) (eV) = 0.6068



4.
C3H9N5 | ωB97M-V with the def2-TZVPD basis set

Each line ends with the Löwdin charge.
Element x y z (Å)
C (-0.53190, -0.78231, 1.11776)  -0.091
C (-0.46593, 0.29954, 0.09144)  -0.419
C (0.83048, 0.94872, 0.09339)  -0.498
H (-1.20878, -1.70008, 0.58352)  0.108
H (0.66134, -1.13229, 1.06741)  0.109
H (-0.96230, -0.67856, 2.23144)  0.116
H (-3.28835, 0.04673, -1.57988)  0.214
H (-2.65709, -0.80795, 0.23656)  0.115
H (0.02396, 2.68599, -0.04615)  0.106
H (2.81537, 0.73299, 0.59774)  0.202
H (2.37613, -1.66698, -0.89178)  0.052
H (1.81654, -0.25510, -1.95803)  0.139
N (-1.44693, 0.69844, -0.61555)  -0.086
N (-2.71080, 0.24402, -0.36407)  -0.088
N (0.97575, 2.19171, 0.20664)  0.139
N (1.93495, 0.01233, 0.24534)  -0.128
N (1.83754, -0.83718, -1.01579)  0.009

Computed properties:
- total charge = 0
- E (eV) = -10700.8324
- HOMO (eV) = -8.82
- molecular weight (Da) = 115.140
- LUMO (hartree) = 0.0250
- relative energy (zero: lowest compared OMol25 entry of this formula, charge and spin) (eV) = 7.2158



5.
C3H9N5 | ωB97M-V with the def2-TZVPD basis set

Each line ends with the Löwdin charge.
Element x y z (Å)
C (-0.96168, -2.71718, -1.14807)  -0.123
C (-1.54812, -1.25251, -0.74448)  -0.150
C (0.03775, 1.60290, 0.69650)  -0.487
H (-1.16743, -3.69012, -0.01869)  0.167
H (-1.30628, -3.21867, -2.03363)  -0.001
H (0.27418, -2.73549, -1.02144)  0.098
H (-2.51449, -0.71400, -0.57590)  0.098
H (-1.94739, 0.84259, 0.29154)  0.209
H (0.31551, 3.24901, 1.70260)  0.082
H (1.70941, 2.11585, 1.76238)  0.183
H (2.07383, -0.01473, -0.23609)  0.058
H (2.96780, 1.48586, -0.66780)  0.179
N (-0.39205, -0.55982, -0.49876)  -0.010
N (-0.80358, 0.86189, -0.16864)  -0.035
N (-0.57109, 2.58982, 1.36284)  0.019
N (1.43471, 1.35073, 0.97064)  -0.178
N (2.39892, 0.80387, 0.32702)  -0.106

Computed properties:
- total charge = 0
- E (eV) = -10699.1750
- HOMO (eV) = -8.22
- molecular weight (Da) = 115.140
- LUMO (hartree) = 0.0127
- relative energy (zero: lowest compared OMol25 entry of this formula, charge and spin) (eV) = 8.8732



6.
C3H9N5 | ωB97M-V with the def2-TZVPD basis set

Each line ends with the Löwdin charge.
Element x y z (Å)
C (4.36883, -1.03780, -0.02764)  0.032
C (0.02791, -0.07623, -0.07659)  -0.119
C (-2.35135, 0.70975, -0.02638)  -0.321
N (3.43531, -0.40929, 0.51076)  0.154
N (-3.56940, 0.19677, 0.00004)  0.236
N (-2.07597, 2.00290, -0.07401)  0.261
N (1.01138, -0.70133, -0.16969)  0.227
N (-1.23287, -0.17532, 0.11678)  0.149
H (4.29376, -1.98078, -0.68643)  0.147
H (5.45702, -0.69610, 0.28512)  0.170
H (-4.42627, 0.89621, 0.09629)  0.235
H (-3.66883, -0.82331, -0.03816)  0.157
H (-2.72528, 2.70342, -0.23331)  0.124
H (-1.14230, 2.39715, 0.13784)  0.170
H (2.52186, -0.25311, 0.01072)  0.026
H (1.50663, -1.57560, -0.19270)  0.139
H (-1.43044, -1.17732, 0.36737)  0.212

Computed properties:
- total charge = +2
- E (eV) = -10685.3805
- HOMO (spin up / spin down) (eV) = -18.42 / -16.08
- molecular weight (Da) = 115.140
- LUMO (spin up / spin down) (hartree) = -0.3304 / -0.3902
- relative energy (zero: lowest compared OMol25 entry of this formula, charge and spin) (eV) = 4.6140



7.
C3H9N5O | ωB97M-V with the def2-TZVPD basis set

Each line ends with the Löwdin charge.
Element x y z (Å)
N (0.77002, -0.59771, -0.20677)  -0.279
C (-1.36295, -1.22255, -0.30334)  -0.008
C (-0.29470, -0.06816, 0.62456)  -0.546
N (1.80137, -1.19855, 0.53385)  0.041
N (1.24608, 0.16664, -1.28695)  0.071
N (-0.27326, -0.45366, 1.99141)  0.069
N (-1.16243, 1.62991, -0.90633)  0.051
C (-0.96873, 1.11124, 0.35946)  -0.127
O (-1.67169, -0.87421, -1.38543)  -0.024
H (2.19079, -1.95766, -0.01741)  0.087
H (2.55112, -0.52847, 0.72346)  0.087
H (1.19013, 1.16673, -1.10200)  0.076
H (0.70383, -0.04263, -2.12025)  0.076
H (0.67417, -0.39069, 2.35572)  0.074
H (-0.55944, -1.42375, 2.07690)  0.073
H (-1.90245, 2.32089, -0.93158)  0.093
H (-1.36367, 0.87049, -1.57994)  0.062
H (-1.56824, 1.49213, 1.17456)  0.122

Computed properties:
- total charge = 0
- E (eV) = -12750.9526
- HOMO (eV) = -7.72
- molecular weight (Da) = 131.139
- LUMO (hartree) = 0.0290
- relative energy (zero: lowest compared OMol25 entry of this formula, charge and spin) (eV) = 3.7367



8.
C3H9NO | ωB97M-V with the def2-TZVPD basis set

Each line ends with the Löwdin charge.
Element x y z (Å)
C (1.71911, 1.94502, 0.65476)  -0.074
C (0.57773, 2.14961, 1.28880)  -0.092
H (2.01117, 2.53309, -0.20665)  0.056
H (2.37427, 1.15054, 0.98791)  0.058
H (-0.11213, 2.91777, 0.96969)  0.051
H (0.32187, 1.55373, 2.15218)  0.054
N (-1.07479, -2.67311, -0.95605)  0.014
C (-1.16111, -1.24313, -0.87773)  -0.366
O (0.08943, -0.69052, -0.49139)  -0.083
H (-0.18233, -2.94807, -1.34560)  0.069
H (-1.15469, -3.08066, -0.03520)  0.063
H (-1.45404, -0.83474, -1.84904)  0.106
H (-1.94091, -0.97945, -0.15478)  0.114
H (-0.01358, 0.19994, -0.13688)  0.029

Computed properties:
- total charge = 0
- SMILES = C=C.NCO
- E (eV) = -6793.3617
- HOMO (eV) = -9.75
- molecular weight (Da) = 75.111
- LUMO (hartree) = 0.0381
- relative energy (zero: lowest compared OMol25 entry of this formula, charge and spin) (eV) = 1.6941



- Among the records above, which one has the highest relative energy (zero: lowest compared OMol25 entry of this formula, charge and spin)?
  number 5